1.
Here is a structure of composition H80O40 from OMol25. Energies are from ωB97M-V with the def2-TZVPD basis set.

XYZ file:
```
120
Properties=species:S:1:pos:R:3:forces:R:3
H 3.03332 -5.23416 -1.33966 -0.98 -0.39 -0.29
H 4.38004 -4.87308 -1.18113 0.43 -0.48 -0.80
O 3.84080 -5.37305 -1.83353 0.57 0.96 1.19
H -0.52521 3.02999 -2.49739 0.09 0.17 0.13
H -0.99866 2.54557 -1.11775 -0.23 -0.18 -0.04
O -1.26224 2.61207 -2.03782 0.87 -0.52 -1.01
H -4.50087 0.43686 2.26462 -0.74 0.70 -0.15
H -4.64564 -0.93659 1.43490 -0.80 -0.78 0.15
O -4.10225 -0.17266 1.65248 1.29 0.51 -0.17
H 0.21583 -3.31183 1.26021 0.31 0.32 -0.56
H -0.12838 -2.24294 0.26393 -0.70 0.54 -0.24
O 0.54791 -2.90375 0.42616 -0.64 -1.01 0.86
H 1.38398 -1.26126 -1.77648 -0.53 1.41 0.44
H 0.70000 0.27462 -1.70887 0.10 -0.17 1.27
O 1.03378 -0.45949 -2.21279 0.57 -1.22 -1.99
H -3.45237 -0.97961 4.19041 1.35 0.19 0.48
O -4.29862 -1.38314 4.09844 -0.99 -0.16 0.04
H 0.77878 -0.90671 3.32325 -0.62 -0.42 -0.08
O 1.59470 -1.34588 3.12254 1.33 -1.03 -0.88
H -3.35245 2.88713 -0.59587 1.25 -1.89 0.09
H -3.10526 1.71907 -1.52823 0.52 0.17 0.57
O -2.98763 1.92844 -0.57856 -2.22 1.96 -0.05
H 1.65710 0.37324 1.34084 0.51 0.31 0.18
H 2.81579 0.23795 2.38565 -0.22 -0.25 0.57
O 2.64571 0.45049 1.47303 -0.59 0.91 -0.68
H 2.80152 -0.77897 0.47635 0.66 -2.60 0.01
H 2.00255 -2.12310 0.20332 0.82 -0.17 0.27
O 2.92656 -1.81197 0.34458 -0.63 2.43 -0.78
H 1.63063 -3.72406 5.49125 -0.26 -0.55 0.36
H 0.38262 -2.94824 5.32416 0.05 -1.83 0.99
O 0.69601 -3.81378 5.75521 0.26 2.36 -1.36
H -0.47563 -4.04193 -2.40394 0.32 0.25 0.03
O -0.84660 -3.97688 -3.28419 -0.22 -0.16 -0.26
H -1.02786 -4.46498 -0.57999 -0.22 -0.20 0.23
H -2.37652 -3.82102 -0.48130 -0.01 -0.11 0.29
O -1.94758 -4.60033 -0.85536 0.19 -0.18 0.19
H -0.46401 6.55798 -0.68659 -0.03 -0.27 0.17
H 0.19786 5.67976 -1.78668 -0.16 0.15 0.14
O 0.02381 6.59016 -1.50907 0.12 0.09 -0.40
H -2.39347 -0.79353 -3.48072 0.38 -0.45 -0.17
H -2.45905 0.52473 -4.29159 -0.06 -0.02 -0.34
O -2.75118 0.08944 -3.49011 -0.49 0.09 0.68
H -5.10308 3.23611 1.15810 -0.46 0.01 1.07
H -4.07856 2.25859 1.13312 -0.04 -0.52 0.98
O -4.76513 2.55482 1.77270 0.22 0.07 -1.82
H 5.61286 -0.63034 2.35420 -0.02 -0.46 0.29
H 4.23877 -1.18494 2.66244 0.82 -0.41 0.31
O 5.18809 -1.34684 2.86491 -0.87 0.79 -0.64
H 1.85863 2.74392 -0.46338 0.54 -0.08 0.17
H 0.60445 3.32337 -0.97235 0.44 -0.10 0.26
O 0.91721 2.70358 -0.28988 -0.54 0.44 -0.11
H -2.09275 -2.17246 -0.97022 0.77 0.46 1.76
O -2.12588 -1.89622 0.00411 2.23 -2.58 -1.43
H 4.01382 1.47188 -1.25900 0.21 0.11 -0.49
H 4.60179 1.62972 -2.72607 -0.04 0.11 -0.14
O 3.98629 2.00791 -2.06775 -0.55 -0.53 1.02
H -3.55393 -0.01997 -1.46959 0.00 -0.69 -0.16
O -3.82522 -0.72507 -0.85541 -2.43 2.44 -1.98
H -1.80374 -2.76092 3.54808 -0.52 -1.04 -0.04
H -0.45992 -3.71283 3.58721 -0.89 -0.18 0.24
O -0.85303 -2.83108 3.55874 1.18 1.11 -0.38
H 3.85926 3.42896 -1.48652 0.11 0.76 0.51
H 3.65979 4.54801 -0.25629 0.02 -0.69 -1.75
O 3.55140 4.34799 -1.22711 -0.24 0.53 1.23
H 3.97640 -1.84688 -1.99695 -0.13 -0.24 0.20
H 4.47213 -2.24024 -3.42953 -0.22 0.06 0.47
O 4.53367 -1.57483 -2.72885 0.38 0.25 -0.58
H -0.67676 0.07278 0.73682 0.52 -0.98 0.27
H 0.03436 1.26124 0.44007 1.69 -1.02 0.16
O 0.26254 0.28243 0.57227 -1.95 1.28 -1.36
H 1.59758 -4.77211 1.39846 -0.49 0.47 1.08
H 2.17699 -5.94425 1.70692 -0.07 -0.80 1.10
O 1.49514 -5.40500 2.14528 0.12 -0.01 -1.88
H -3.31639 4.02522 -2.63892 0.30 -0.18 -0.09
H -2.85022 5.44911 -2.49038 0.07 -1.00 0.99
O -2.85530 4.58493 -1.99747 -0.77 1.82 -0.91
H -5.03605 -2.07044 -0.41084 -0.74 -0.39 2.72
H -4.31208 -2.94410 0.56134 -0.56 0.28 0.84
O -5.10130 -2.35494 0.59189 0.79 -0.50 -3.12
H -1.99532 3.04158 -4.63942 0.02 0.89 -0.97
H -2.31815 2.20294 -3.57312 -1.17 0.36 -0.06
O -2.80858 2.65506 -4.31496 1.16 -0.88 1.00
H 3.78984 -3.10382 1.41011 -0.41 -0.30 -1.00
H 3.88702 -4.11497 2.42962 -0.39 -0.81 -0.40
O 3.55851 -4.05064 1.51123 1.35 1.06 1.09
H 4.18638 1.11692 0.97220 -0.51 0.28 0.70
H 4.74670 2.20047 2.00813 -0.36 -0.58 -0.71
O 4.85345 1.78946 1.13106 1.29 0.66 0.01
H 5.48977 0.35830 -3.99787 -0.21 0.12 -0.18
O 5.29092 1.29988 -4.12549 0.46 -0.38 -0.44
H -0.75680 3.84482 2.92520 0.00 -0.13 -1.01
H 0.34541 3.81742 3.81270 0.86 -0.06 -0.27
O 0.21267 3.82533 2.85104 -0.82 0.40 1.22
H -2.93156 -1.36656 -0.16254 0.40 0.39 0.51
H -4.56018 -0.98936 3.25962 -0.17 -0.56 0.18
H -4.05687 -0.22133 -0.05013 -0.22 0.53 0.13
H 1.56554 -1.78132 2.22081 -0.32 0.81 1.49
H -1.56946 -4.61237 -3.18203 0.00 0.19 -0.23
H 4.68494 1.37035 -4.87544 0.14 -0.14 0.23
O -2.33239 0.82782 4.60117 -0.39 0.38 1.75
H -3.26916 0.84424 4.84357 0.01 0.04 0.02
H -1.89317 1.18459 5.41473 -0.33 -0.50 -1.19
O -0.69210 1.10394 2.68392 -1.83 -0.97 0.60
H -1.60193 0.74098 2.86429 0.79 1.30 -0.12
H -0.25651 0.28332 2.92272 0.66 0.23 -0.19
O 1.10433 3.94113 -2.70983 0.16 -1.94 -2.58
H 1.39518 3.21515 -3.39488 -0.64 1.42 1.61
H 1.94431 4.36384 -2.54128 0.86 0.49 0.69
O -3.25194 4.66731 2.28643 0.31 1.39 0.25
H -3.66416 4.78706 3.14806 -0.28 -0.70 0.18
H -3.04247 5.60365 2.12457 0.27 -0.38 -0.47
O 1.88246 1.88207 -4.85749 0.54 0.10 0.51
H 1.70706 2.51416 -5.56472 0.60 -0.65 -0.26
H 2.45049 1.03573 -5.05675 -1.68 1.85 -0.43
O 2.19397 -0.54072 -4.98537 1.40 -0.46 0.31
H 1.43101 -0.74726 -5.51945 -0.51 0.03 0.23
H 1.94143 -0.30797 -4.07091 -0.63 -0.63 -0.05
O -3.97902 -4.39368 2.73441 -0.30 0.10 -0.37
H -3.81976 -5.27610 2.37901 -0.04 0.06 0.04
H -4.88151 -4.16310 2.45327 0.41 -0.12 0.26
```
Forces are in eV/Å.

Calculated values
- Charge: 0
- Gap between HOMO and LUMO: 10.24 eV

2.
Here is a cluster of 40 separate species, H80O40 in total from OMol25. Energies are from ωB97M-V with the def2-TZVPD basis set.

XYZ file:
```
120
Properties=species:S:1:pos:R:3:forces:R:3
H -3.94983 -0.48321 -0.92709 1.08 -0.60 1.02
H -4.94139 0.68982 -0.56733 0.52 -1.84 -0.85
O -4.70344 -0.02073 -1.23857 -1.75 2.25 0.68
H 2.64920 -5.65260 -1.30409 -0.26 0.78 -0.84
H 3.30160 -5.31760 0.02902 0.08 0.22 -0.43
O 3.12726 -6.03236 -0.59081 0.59 -1.01 1.04
H -2.68429 5.38265 2.82647 -8.82 0.93 -2.09
H -1.56672 4.38448 2.90883 0.50 -3.59 -0.50
O -1.87474 5.22558 2.99938 8.34 2.65 2.62
H 3.03608 -1.64810 -4.31920 -0.66 -0.31 0.69
H 2.40238 -2.73424 -3.54569 0.37 -4.20 1.29
O 2.24961 -1.88261 -3.77373 -0.47 4.04 -1.31
H -1.98534 0.26379 6.61056 -0.16 0.53 0.55
H -2.34878 -0.77342 5.67093 -0.63 0.15 -0.30
O -2.69693 0.07672 5.99426 0.82 -0.63 -0.23
H -4.77956 -3.29458 3.28661 -1.08 -0.87 -1.27
O -4.09854 -2.96106 3.83003 3.06 1.22 0.03
H 3.34909 3.89444 1.41029 2.17 -1.38 -2.16
O 3.84299 3.64415 0.50588 -2.38 1.43 2.41
H -0.02127 2.83282 -2.53708 0.44 1.55 0.52
H -0.45769 4.28891 -2.36247 -1.01 1.24 -0.57
O 0.01374 3.61690 -1.90994 0.69 -2.98 -0.50
H 1.43890 0.65659 6.31560 0.01 1.12 -0.37
H 0.11082 1.26920 6.20872 -1.13 0.22 -0.01
O 1.01227 1.51106 6.06118 1.25 -1.33 0.43
H -1.56385 -1.03562 0.57026 -0.52 1.52 1.31
H -1.64640 -1.19871 -0.98588 0.03 0.49 -0.35
O -1.49015 -1.62188 -0.14707 0.50 -1.75 -1.15
H -5.12632 1.25772 -3.82724 0.99 -0.05 0.53
H -4.56211 1.58251 -2.40157 0.22 -0.33 -1.04
O -4.34495 1.62343 -3.35306 -1.25 -1.19 -1.27
H -5.15474 3.13533 1.60412 -1.38 0.90 0.27
O -5.79479 3.56885 0.97387 3.29 -1.89 -0.79
H 5.98048 1.25797 2.59419 -2.19 -1.61 0.35
H 4.35722 1.30532 2.79458 2.90 -2.09 -0.08
O 5.18044 0.62795 2.74716 -0.94 3.84 0.04
H 0.41399 0.03212 1.61090 4.32 1.94 0.79
H 1.43453 1.23930 1.23717 -0.27 0.42 0.29
O 1.45076 0.43047 1.75526 -4.57 -2.01 -0.30
H 1.19452 -0.26282 -1.07772 -5.88 -13.36 -0.10
H 1.91332 0.61350 -0.14337 -0.73 -1.00 -2.67
O 1.52224 0.47112 -1.09665 6.65 13.84 2.25
H 2.07095 -1.60205 2.99178 0.65 -0.67 -0.12
H 3.51884 -1.87156 3.24010 2.53 1.28 0.85
O 2.75595 -2.30803 2.97659 -2.91 -0.43 -0.75
H 5.68855 1.44175 -0.19995 0.12 0.36 0.08
H 6.95923 0.49897 -0.48864 -2.60 0.89 2.26
O 6.17409 0.70850 0.19000 3.44 -0.94 -2.60
H -3.33169 -2.01498 -3.18601 -1.30 0.09 -0.12
H -4.68115 -1.67677 -2.55296 -1.30 0.83 2.65
O -4.30162 -1.89588 -3.35318 2.66 -1.11 -2.71
H -5.40886 0.39948 2.15322 -2.15 2.20 0.14
O -4.74746 -0.21814 2.00239 0.47 -1.31 -0.43
H -1.20761 2.02442 -5.30584 0.10 0.14 0.83
H 0.11298 2.05342 -4.63164 1.99 -0.65 -0.41
O -0.76165 2.31886 -4.48733 -1.83 1.33 -0.51
H 6.18982 -1.18453 1.57150 -0.28 1.58 -0.65
O 6.03470 -2.06328 1.83737 1.11 -1.67 1.53
H 2.19414 1.79692 -1.80357 0.38 2.48 -0.72
H 3.45948 2.49403 -1.73304 4.09 -0.34 1.07
O 2.63479 2.73472 -2.00403 -4.33 -1.96 -0.67
H -1.38236 -3.23991 0.79821 -0.06 0.14 0.62
H -1.61400 -3.02520 2.36828 0.54 -1.28 -1.91
O -1.46184 -3.72074 1.64782 0.45 1.03 1.40
H -1.74940 -5.84267 -1.26558 -0.20 0.20 -0.10
H -2.96681 -5.25570 -2.24062 1.67 -0.83 4.81
O -2.62565 -5.42478 -1.17194 -1.46 0.70 -4.72
H -0.11415 -2.77938 -1.84512 1.24 1.81 3.11
H -0.52221 -4.00959 -2.39000 -0.64 -3.62 0.79
O -0.38218 -3.14642 -2.62654 -0.70 1.82 -3.82
H 2.40442 -2.82565 0.76138 1.80 3.18 1.42
H 2.20149 -4.27929 1.31025 -0.33 1.78 -0.74
O 1.99904 -3.61281 0.59688 -1.84 -4.97 -0.54
H -2.26524 0.84497 -3.21259 0.36 -1.96 -2.35
H -2.33811 -0.32322 -4.31970 -1.88 -0.72 -0.87
O -1.76928 0.13555 -3.75024 0.97 1.81 3.10
H -3.36819 1.84432 1.31734 -3.44 -1.09 1.04
H -2.31063 1.89158 0.62950 1.45 2.11 1.97
O -2.60646 2.28365 1.60232 1.93 -0.82 -3.19
H -0.88028 2.49848 -1.20356 -1.19 -0.31 1.29
H -1.90538 1.40515 -1.58563 -0.18 -0.16 0.21
O -1.57557 1.86129 -0.80683 0.76 0.06 -0.71
H -2.36628 0.42935 2.84819 -0.15 1.57 0.24
H -3.16675 -0.73086 3.46246 -2.57 -0.40 2.13
O -2.51523 -0.49118 2.88231 4.04 -1.68 -2.16
H -1.23228 2.15891 2.76476 -2.84 0.62 -2.88
H -1.34639 1.73167 4.30846 1.31 0.83 -2.60
O -0.75082 1.98384 3.50540 1.64 -1.35 5.66
H 2.48097 3.35579 -4.53781 0.68 -1.70 -1.41
O 2.57212 2.51635 -5.11236 1.66 4.29 -0.44
H 0.29263 5.82693 -0.84112 -0.20 0.78 -2.13
H 0.63303 6.00553 -2.37403 2.46 -1.03 -1.89
O 0.05709 6.26256 -1.71965 -2.20 0.61 3.98
H -5.04123 -0.90062 2.61866 0.44 -0.58 -0.18
H -3.28673 -2.95716 3.22204 -2.15 -0.27 1.10
H 5.26017 -2.44814 1.46648 -0.69 -0.06 -0.72
H 3.16953 4.04552 -0.07044 0.52 -0.39 -0.58
H -5.13420 3.37924 0.22598 -1.70 1.11 0.46
H 2.01801 1.99316 -4.62952 -2.08 -2.82 1.99
O -4.10968 3.51557 -2.12761 -0.46 1.37 4.32
H -5.01103 3.56708 -2.39850 -0.67 0.24 -0.67
H -3.57247 3.61063 -2.86343 1.25 0.13 -2.26
O 0.25798 -5.79700 -1.42665 -9.40 5.31 11.49
H 0.66078 -6.07905 -2.05252 8.38 -5.49 -11.80
H 0.75887 -5.43959 -0.70701 0.77 0.09 0.32
O -3.96573 -3.88957 1.03223 3.26 -1.47 0.83
H -2.96906 -4.33643 1.04582 -3.54 1.80 0.39
H -4.20594 -4.09300 0.14520 -0.59 -0.26 -1.12
O 3.70176 0.09481 0.42404 -1.60 -0.08 -1.89
H 4.01084 0.35577 -0.47006 0.12 -0.61 1.26
H 4.41418 -0.07599 1.02329 1.14 0.35 0.52
O 4.28025 -0.92396 -4.94918 -2.77 0.93 -2.25
H 3.78118 -0.07221 -4.98043 0.16 -0.84 -0.42
H 5.00248 -0.63758 -4.48866 3.41 0.62 1.99
O 3.02891 3.31008 3.13394 -0.25 -4.20 -1.84
H 2.18740 2.80344 2.93949 1.08 1.23 0.87
H 2.87827 4.15691 3.42403 -1.17 2.92 1.39
O 4.76763 -2.79603 -0.86571 -3.71 -1.39 2.70
H 5.30234 -2.14180 -1.15671 3.46 2.83 -2.10
H 4.23871 -2.18050 -0.27907 0.07 -1.34 -0.76
```
Forces are in eV/Å.

Calculated values
- Charge: 0
- Gap between HOMO and LUMO: 9.74 eV